[1]
{
  "formula": "C44H73Br9Cl4NO16",
  "method": "ωB97M-V/def2-TZVPD",
  "symbols": ["H", "H", "C", "H", "H", "O", "N", "H", "H", "H", "H", "H", "H", "Br", "H", "C", "H", "H", "Br", "H", "H", "C", "H", "H", "C", "C", "H", "H", "H", "H", "H", "H", "H", "C", "C", "Cl", "H", "C", "H", "O", "C", "C", "H", "H", "C", "O", "C", "Br", "H", "H", "H", "C", "H", "C", "O", "O", "H", "O", "O", "H", "C", "H", "Cl", "H", "Cl", "Br", "O", "C", "C", "C", "H", "H", "C", "H", "H", "H", "Br", "H", "H", "C", "H", "H", "C", "H", "H", "H", "C", "C", "C", "C", "C", "C", "H", "H", "O", "H", "C", "O", "C", "C", "C", "C", "H", "H", "H", "Br", "C", "C", "H", "H", "H", "H", "Br", "H", "H", "O", "C", "H", "H", "O", "C", "C", "H", "C", "C", "H", "H", "C", "O", "C", "O", "H", "O", "C", "Br", "H", "Br", "H", "H", "C", "H", "Cl", "H", "C", "H", "H", "O"],
  "coordinates": [[17.63053, -11.54513, -2.29777], [21.20539, -13.10185, -19.00291], [21.40974, -15.95724, -11.83226], [31.37372, -15.86141, -10.74036], [19.93777, -18.21820, -7.79375], [25.11052, -20.06103, -14.75635], [20.07825, -17.49415, -10.58565], [22.48603, -15.39297, -10.07794], [21.85073, -16.67672, -12.52217], [21.94136, -15.97845, -3.49417], [27.49914, -10.26443, -14.97408], [26.36737, -10.26049, -16.98687], [17.09702, -19.22878, -8.40028], [21.44112, -10.25749, -10.93898], [12.01281, -13.99711, -12.34558], [18.86695, -17.94982, -17.41697], [19.04112, -25.81178, -8.63060], [21.14555, -18.06572, -2.92272], [23.70726, -8.65327, -12.59869], [22.23742, -17.79226, -1.45332], [19.69164, -18.57126, -17.06799], [11.30142, -20.24681, -6.98506], [18.03341, -17.95158, -10.24346], [23.89834, -19.21643, -2.31124], [31.73510, -17.18559, -9.22978], [25.00163, -19.96997, -15.96744], [25.38766, -17.96977, -16.44310], [28.00832, -10.62023, -17.64443], [20.48913, -19.57775, -10.91774], [18.87276, -19.57336, -5.80277], [19.12187, -16.43223, -12.11594], [23.79232, -21.08118, -18.35765], [17.23512, -10.49375, -3.61833], [20.02891, -10.74004, -4.54074], [19.43067, -10.60314, -3.13776], [15.65865, -25.37237, -3.96522], [29.28226, -16.93678, -10.49029], [19.66791, -25.22602, -9.30300], [20.95688, -18.43920, -12.27495], [24.03411, -19.27809, -5.21619], [30.96574, -18.50403, -8.97922], [12.72586, -19.62849, -12.56831], [12.01289, -15.02571, -9.93807], [23.39665, -16.26834, -2.52593], [23.03550, -19.05677, -2.95786], [31.10228, -19.28043, -8.05077], [24.75986, -18.77337, -16.82806], [11.86121, -18.61741, -6.09691], [21.62548, -15.00051, -12.30792], [27.75369, -12.91092, -17.81950], [11.64595, -18.48018, -14.11906], [11.42844, -19.15677, -13.29261], [32.76353, -17.36857, -8.91839], [20.76178, -12.12737, -18.79873], [19.54340, -12.60524, -6.02917], [30.14290, -18.74363, -9.99513], [21.10819, -10.88662, -4.58240], [26.57074, -13.16590, -16.08903], [23.23765, -17.24828, -4.39156], [21.79548, -18.07342, -9.39474], [18.00310, -11.17561, -3.25315], [12.42557, -12.47957, -11.57605], [16.80253, -26.10510, -1.27621], [26.02750, -12.76275, -17.98892], [21.26268, -11.14516, -20.13787], [18.56482, -24.05162, -10.44142], [13.35016, -19.06117, -11.68982], [26.86694, -12.48196, -17.35285], [21.33562, -17.16052, -9.77324], [24.81073, -20.79347, -18.09661], [12.18186, -20.50387, -7.57401], [23.70764, -18.49202, -16.78604], [13.61381, -13.61840, -9.36417], [22.47340, -19.97742, -3.11454], [23.14018, -16.77462, -10.83759], [17.57362, -19.04396, -16.09168], [21.00966, -24.38847, -8.15210], [12.55073, -21.07089, -15.02385], [28.72537, -11.45481, -15.47631], [16.86435, -24.98205, -2.60167], [16.56893, -24.02908, -2.16276], [19.98135, -9.89390, -5.22623], [19.26799, -11.93633, -5.07150], [29.84278, -17.75743, -11.89646], [17.39360, -18.02141, -7.20350], [32.23001, -17.39510, -11.24435], [10.87203, -20.43889, -13.87850], [27.18943, -10.97554, -17.01893], [23.33388, -9.60665, -10.86017], [19.13623, -18.59135, -8.43123], [13.96043, -13.98091, -11.55212], [22.69485, -16.71951, -3.22737], [19.99274, -11.22562, -2.44157], [19.27172, -9.56478, -2.84687], [26.71350, -12.70179, -13.93784], [18.95783, -17.99867, -18.50208], [12.53291, -13.56106, -11.49268], [16.27962, -17.97942, -17.34892], [17.83653, -18.90169, -7.66937], [22.15458, -17.94006, -2.53008], [12.23386, -13.95944, -9.98639], [19.92655, -16.21139, -11.41465], [12.06698, -22.32713, -13.91239], [18.45307, -20.90180, -6.99173], [10.35145, -20.12555, -14.78343], [9.61235, -19.99569, -8.05415], [20.23271, -18.69332, -11.50094], [23.54173, -18.63295, -4.29738], [17.16380, -20.03131, -6.06480], [19.32046, -18.96564, -12.03173], [19.67428, -12.10432, -18.72869], [10.68144, -18.62576, -12.70257], [10.96816, -21.75304, -5.72702], [17.53291, -19.65756, -17.66713], [19.60222, -15.38932, -10.77660], [18.95500, -16.58114, -17.01860], [26.97994, -12.41938, -15.07016], [19.52889, -19.58281, -8.65684], [25.42677, -21.28124, -18.85203], [14.51414, -14.11440, -10.33972], [18.15212, -19.96644, -6.51990], [18.88071, -17.65140, -9.62696], [18.70239, -16.65935, -9.21207], [25.20915, -19.33637, -18.13092], [31.42371, -16.94753, -10.66325], [21.07494, -16.56027, -8.90155], [26.28261, -19.15663, -18.18997], [22.18776, -16.29408, -10.61380], [18.13868, -12.15274, -4.30382], [27.68864, -11.13987, -15.59520], [25.04527, -21.08544, -16.72820], [13.83630, -12.57810, -9.12670], [13.12947, -20.76268, -13.05476], [30.08844, -17.57608, -10.85011], [23.61376, -8.25355, -9.37959], [24.05689, -10.40160, -10.67738], [20.62899, -26.47192, -10.48291], [24.76158, -18.80139, -18.96852], [11.46493, -13.27252, -9.63284], [17.49931, -18.71138, -17.12704], [17.88586, -25.08583, -2.96752], [21.40016, -11.43575, -17.24687], [31.24434, -16.44721, -8.59569], [12.19979, -21.24944, -14.00745], [13.77843, -14.19330, -8.45285], [10.06411, -20.78171, -13.23208], [14.60337, -14.30384, -12.59005]],
  "lowdin_charge": [0.1200, 0.0316, -0.1370, 0.1214, 0.1046, 0.0898, -0.2442, 0.1221, 0.1085, 0.1294, 0.1210, 0.1152, 0.1086, 0.4492, 0.1278, -0.4719, -0.0303, 0.1230, 0.4309, 0.1199, 0.0361, -1.5206, 0.1405, 0.1379, -0.0903, -0.4766, 0.1314, 0.1069, 0.1025, 0.0636, 0.1481, 0.1330, 0.1211, -0.0806, -0.1467, 0.4222, 0.1303, -1.5629, 0.1045, 0.1072, -0.4823, -0.4871, 0.1181, 0.1226, -0.0988, 0.0923, -0.0852, 0.5224, 0.1306, 0.1143, 0.1293, -0.0841, 0.1283, -0.9991, 0.1152, 0.0457, 0.1235, 0.0293, -0.0010, 0.1386, -0.1553, 0.1224, 0.5133, 0.1238, 0.4886, 0.4993, 0.0827, -0.1065, -0.1174, -0.1565, -0.0287, 0.1461, -0.1671, 0.1332, 0.1258, 0.0384, 0.4998, 0.1323, 0.1236, -0.9768, 0.0199, 0.1293, -0.4627, 0.1319, 0.1030, 0.1272, -0.1579, -0.1341, -1.4387, -0.2089, -0.4626, -0.2122, 0.1177, 0.1126, 0.1081, 0.0509, -0.0699, -0.3892, -0.2326, -0.1773, -0.1119, -0.0405, 0.1215, 0.0664, 0.1101, 0.4635, 0.0446, -0.3910, 0.0621, 0.1139, 0.0349, 0.1161, 0.4761, 0.0443, 0.1336, -0.4034, -0.5111, 0.1085, 0.1207, 0.0170, -0.0799, -0.0919, 0.1323, -0.1819, -0.1911, 0.1331, 0.1221, -0.1963, -0.0006, -0.0906, 0.0282, 0.1241, 0.0625, -0.1424, 0.4117, -0.0273, 0.4967, 0.1219, 0.1037, -0.4543, 0.0210, 0.4360, 0.1289, -0.1350, 0.1190, 0.1042, 0.0750],
  "largest_force_ev_per_a": 6.07,
  "total_charge": -1,
  "e_above_lowest_kcal_mol": 79.21,
  "homo_lumo_gap_ha": 0.04129,
  "e_homo_ev": -0.396
}

[2]
{
  "formula": "C3H6OS2",
  "method": "ωB97M-V/def2-TZVPD",
  "symbols": ["H", "H", "S", "H", "C", "H", "C", "H", "H", "S", "O", "C"],
  "coordinates": [[-2.54380, -1.80936, 0.24346], [2.56389, 1.59721, -0.69813], [-0.37042, -0.94993, -0.26122], [-2.25965, -0.32660, 0.85360], [-2.26030, -0.85721, -0.02957], [-2.50485, -0.33973, -0.99512], [1.76687, 0.74202, -0.00768], [1.82417, -1.35528, 0.41720], [1.93900, 1.18506, 1.17022], [-0.72078, 2.07681, -0.17652], [2.37785, -0.64948, -0.24108], [0.18803, 0.68649, -0.27517]],
  "nbo_charge": [0.2261, 0.2487, 0.2902, 0.2265, -0.6667, 0.2556, -0.1508, 0.4719, 0.2233, -0.0299, -0.7439, -0.3510],
  "largest_force_ev_per_a": 4.79,
  "e_above_lowest_kcal_mol": 80.96,
  "homo_lumo_gap_ha": 0.30666,
  "e_homo_ev": -8.792
}

[3]
{
  "formula": "C6H9NOS",
  "method": "ωB97M-V/def2-TZVPD",
  "symbols": ["H", "O", "N", "H", "H", "H", "S", "H", "C", "C", "H", "H", "C", "H", "C", "C", "H", "C"],
  "coordinates": [[-3.42900, 1.52422, 0.50291], [1.81890, 2.01789, -0.71644], [-1.44770, 0.62503, 0.41441], [-0.10020, -0.99111, -2.35430], [1.05433, 0.57438, 2.16423], [-3.27759, -0.03483, -0.15756], [-0.57487, 1.97472, 0.17864], [1.02068, -1.31890, 1.99324], [1.50502, -0.34888, 1.70479], [-2.88259, 0.63782, 0.57112], [-2.85974, 0.07967, 1.56705], [2.59890, -0.15470, 1.81866], [1.03062, 1.32329, -0.12432], [1.64042, -1.00132, -2.64534], [1.20146, -0.93118, -0.78478], [0.81895, -1.38212, -2.06206], [0.64155, -2.40554, -2.34060], [1.24087, -0.18845, 0.27034]],
  "nbo_charge": [0.1903, -0.5272, -0.5775, 0.2334, 0.2204, 0.2125, 0.5207, 0.2410, -0.6391, -0.4533, 0.2278, 0.2380, 0.3641, 0.2454, 0.1876, -0.7249, 0.2396, -0.1988],
  "largest_force_ev_per_a": 3.48,
  "e_above_lowest_kcal_mol": 107.31,
  "homo_lumo_gap_ha": [0.25279, 0.30109],
  "e_homo_ev": [-7.243, -8.133]
}

[4]
{
  "formula": "C2H10O4",
  "method": "ωB97M-V/def2-TZVPD",
  "symbols": ["H", "H", "O", "H", "H", "H", "H", "O", "C", "H", "C", "H", "H", "O", "O", "H"],
  "coordinates": [[0.13866, 0.34912, -2.18045], [0.90588, -2.13749, 0.44690], [-1.05903, 2.00253, 0.19691], [-0.33612, -0.26894, 2.52137], [-0.87407, 1.68260, 1.08016], [-2.05504, 1.92633, 0.05662], [2.24474, 1.26218, 0.70343], [-1.11455, -1.55438, 0.18924], [0.07103, -1.48470, 0.84141], [0.02490, -0.99256, -3.03566], [0.43676, -0.55016, 1.78963], [1.03239, 1.84920, 0.00490], [-0.90461, -1.30469, -0.76675], [1.87367, 1.32664, -0.17558], [-0.28323, -0.50228, -2.29850], [1.44167, -0.33666, 2.08663]],
  "nbo_charge": [0.5078, 0.1485, -0.9730, 0.1942, 0.4831, 0.4916, 0.4629, -0.7369, 0.2045, 0.4871, -0.5611, 0.4863, 0.5268, -0.9502, -0.9676, 0.1961],
  "largest_force_ev_per_a": 3.28,
  "smiles": "C=CO.O.O.O",
  "e_above_lowest_kcal_mol": 37.18,
  "homo_lumo_gap_ha": 0.34313,
  "e_homo_ev": -8.768
}

[5]
{
  "formula": "C48H34CaN6",
  "method": "ωB97M-V/def2-TZVPD",
  "symbols": ["H", "C", "C", "C", "C", "C", "H", "C", "H", "C", "H", "C", "H", "H", "C", "C", "C", "H", "C", "H", "C", "H", "C", "C", "C", "C", "H", "C", "H", "H", "C", "C", "C", "H", "C", "N", "C", "H", "H", "C", "C", "Ca", "C", "C", "C", "C", "C", "N", "H", "C", "C", "H", "C", "H", "N", "H", "C", "H", "C", "C", "C", "H", "H", "C", "C", "C", "N", "H", "C", "H", "H", "N", "H", "C", "H", "C", "H", "H", "C", "N", "H", "H", "H", "C", "C", "H", "C", "H", "C"],
  "coordinates": [[-5.57343, -1.40250, 3.29201], [2.14319, -0.13143, 2.14094], [-1.41773, 3.87755, -1.31969], [1.06155, 6.20319, 3.48528], [-0.27516, -2.89028, -1.87213], [-2.97073, -1.03036, 1.22071], [2.31459, 7.89478, 3.09277], [-3.27539, -0.15033, 3.19153], [0.46729, -6.94744, -5.26837], [1.18542, 4.39060, 1.90868], [-3.76230, 0.06793, 4.12103], [1.99741, 6.91808, 2.75869], [2.85439, 2.84584, 3.37121], [-4.95635, -2.72285, 2.27480], [0.47538, -2.94797, -0.69326], [-1.04239, -5.09824, -2.86918], [-0.13939, -4.04932, -2.79040], [1.66736, -3.22117, -3.54960], [-0.82032, -6.13529, -3.76097], [-0.34637, 4.05182, -6.26729], [-1.86954, -0.41205, -3.91977], [1.12023, -5.08903, -0.67381], [1.90190, -3.72794, 0.85411], [-1.63332, 1.69872, -2.56574], [-1.50530, -1.70117, -3.71586], [4.64199, -2.26157, 2.02308], [2.37242, -2.67314, 4.48800], [-1.20282, 2.45983, -1.47127], [-1.61917, -2.53525, -4.38474], [-0.69848, 5.23246, 0.24270], [1.63650, -2.32039, 1.04640], [-3.30634, 2.69581, -4.20340], [2.29915, -1.51302, 1.97804], [-2.33899, 0.01021, -4.78989], [1.19579, -5.08305, -4.50921], [-3.83535, -0.97069, 2.25351], [0.78389, 3.05238, 1.39410], [6.47598, -3.86649, 4.35676], [4.71013, -1.85074, 1.02586], [0.66014, 4.94466, 3.06900], [-0.75891, 4.25310, -0.19557], [-0.19661, -0.01723, 0.09737], [-5.10111, -1.64259, 2.34129], [-2.07825, 0.25642, 2.67657], [-2.47912, 3.91743, -6.10361], [-3.53645, 3.42369, -5.35953], [-2.00682, 2.46554, -3.77968], [1.26916, 0.65254, 1.47072], [2.50170, 4.69958, 0.25994], [1.45955, 1.92764, 1.88206], [-1.50392, 0.31673, -2.72642], [-4.54958, 3.60639, -5.68533], [0.97819, -4.05061, -3.61937], [6.66828, -2.93430, 2.07601], [-0.45328, 2.00550, -0.44460], [2.55239, -4.32438, 1.46626], [-1.17907, 3.67931, -5.68962], [-2.66480, 4.48660, -7.00264], [-0.94725, 2.96225, -4.53338], [0.29605, -6.13365, -4.57885], [2.51495, 6.37872, 1.59298], [-5.75197, -1.32105, 1.52551], [-2.00889, 4.48336, -1.97942], [3.42583, -2.17162, 2.69466], [-0.12510, 3.06551, 0.32859], [5.73370, -2.86841, 2.61304], [-1.90916, -0.30222, 1.45233], [3.69631, 0.31012, 3.68779], [2.50171, 1.95883, 2.87932], [2.06600, -5.06751, -5.14832], [-1.91569, -5.10193, -2.23209], [-0.96433, -0.53832, -1.82685], [-1.33005, 0.90401, 3.09124], [1.18272, -4.11530, -0.22782], [0.63692, 6.63160, 4.38087], [3.31779, -2.71876, 3.96600], [4.31909, -3.76141, 5.53983], [-1.52421, -6.95195, -3.82068], [4.41300, -3.32977, 4.55465], [0.74449, -1.90329, 0.12021], [-3.13046, -1.60102, 0.32291], [-4.13353, 2.30835, -3.62568], [-0.07435, 4.39234, 3.63816], [5.62409, -3.39639, 3.88846], [2.10992, 5.12629, 1.17205], [0.05992, 2.76575, -4.19387], [2.92860, 0.68278, 3.03632], [3.22989, 6.93765, 1.00757], [-0.90521, -1.76043, -2.40319]],
  "lowdin_charge": [0.0927, -0.2407, 0.0107, -0.0846, -0.0785, -0.1399, 0.0989, -0.0512, 0.0989, -0.2284, 0.1168, -0.0941, 0.1092, 0.0975, -0.2462, -0.0330, -0.2365, 0.1278, -0.0854, 0.1017, 0.0127, 0.1098, 0.0129, -0.0733, 0.0103, -0.0299, 0.1185, -0.2458, 0.1105, 0.1107, -0.2412, -0.0353, -0.0684, 0.1093, -0.0768, -0.1306, -0.0721, 0.0986, 0.1260, -0.0312, 0.0110, 1.3288, -0.0153, -0.1166, -0.0940, -0.0852, -0.2318, -0.0403, 0.1254, -0.2493, -0.2414, 0.0996, -0.0276, 0.1015, -0.0399, 0.1106, -0.0770, 0.0987, -0.0242, -0.0941, -0.0787, 0.0977, 0.1103, -0.2323, -0.2439, -0.0785, -0.0701, 0.1093, 0.0106, 0.1019, 0.1165, -0.0355, 0.1059, 0.0119, 0.0999, -0.0310, 0.0996, 0.0994, -0.0850, -0.0420, 0.1423, 0.1183, 0.1169, -0.0946, -0.0296, 0.1271, 0.0111, 0.1016, -0.2485],
  "largest_force_ev_per_a": 2.06,
  "e_above_lowest_kcal_mol": 30.61,
  "homo_lumo_gap_ha": 0.21058,
  "e_homo_ev": -6.415
}